Run i
C7H14FN2 | ωB97M-V with the def2-TZVPD basis set

```
! RIJCOSX wB97M-V def2-TZVPD def2/J DEFGRID3
* xyz 1 1
C -2.373 1.406 1.622
C -2.641 0.401 0.607
F -3.923 0.059 0.415
C -1.591 -0.485 -0.272
C -2.077 -1.701 -0.960
N -0.299 -0.016 -0.244
C 0.857 -0.565 -0.668
N 1.998 0.059 -0.376
C 3.201 -0.501 -1.084
C 2.232 1.061 0.583
H -3.360 1.866 1.910
H -1.928 0.713 2.480
H -1.786 2.288 1.319
H -1.170 -2.347 -0.988
H -2.828 -2.145 -0.360
H -2.424 -1.646 -1.975
H -0.192 0.938 0.032
H 0.686 -1.560 -1.116
H 3.969 -0.950 -0.292
H 2.918 -1.075 -1.922
H 3.825 0.349 -1.467
H 1.389 1.646 0.966
H 2.393 0.560 1.531
H 3.123 1.645 0.257
*
```

For the HOMO energy (spin up / spin down), the calculation gives -11.23 / -11.23 eV. For the LUMO energy (spin up / spin down), the calculation gives -0.142 / -0.142 hartree. As for the structure (SMILES): C/C(F)=C(C)\[NH+]=C\N(C)C.



Run ii
C7H14FN2 | ωB97M-V with the def2-TZVPD basis set

```
! RIJCOSX wB97M-V def2-TZVPD def2/J DEFGRID3
* xyz 1 1
C -2.106 -0.326 -1.724
C -4.952 0.070 0.543
C 1.264 0.794 -0.961
C 0.409 -0.899 0.443
C -0.237 1.293 -1.291
C -1.011 -0.268 0.367
C 2.473 0.388 1.178
N 1.438 0.083 0.274
N -1.223 0.233 -0.971
F -4.045 -0.316 1.367
H -2.066 -0.036 -2.759
H -4.553 0.354 -0.469
H 1.435 0.161 -1.912
H 1.940 1.646 -1.059
H 0.476 -1.337 1.370
H 0.580 -1.598 -0.425
H -0.498 2.204 -0.615
H -0.414 1.681 -2.304
H -1.796 -1.079 0.452
H -1.099 0.487 1.253
H 2.807 -0.362 1.843
H 3.389 0.702 0.680
H 2.281 1.091 1.996
H -5.938 -0.252 0.743
*
```

For the HOMO energy (spin up / spin down), the calculation gives -11.98 / -11.63 eV. For the LUMO energy (spin up / spin down), the calculation gives -0.173 / -0.260 hartree.



Calculated relative energies: run i 0.000; run ii 3.949, given in eV



Run i
C3H7NO3 | ωB97M-V with the def2-TZVPD basis set

```
! RIJCOSX wB97M-V def2-TZVPD def2/J DEFGRID3
* xyz 0 1
C -0.710 -0.316 -0.375
C 0.030 0.900 -0.485
C 1.837 -1.306 0.138
O -1.099 -0.653 0.884
O -1.756 1.473 -0.710
O 0.611 1.439 0.595
N 0.972 -1.236 -0.771
H -1.934 -1.137 0.838
H -1.925 2.079 0.027
H 0.237 1.029 1.392
H -1.211 -0.745 -1.228
H 0.446 1.202 -1.433
H 1.831 -0.708 1.069
H 2.671 -2.022 0.057
*
```

For the HOMO energy, the calculation gives -8.03 eV. For the LUMO energy, the calculation gives 0.015 hartree.



Run ii
C3H7NO3 | ωB97M-V with the def2-TZVPD basis set

```
! RIJCOSX wB97M-V def2-TZVPD def2/J DEFGRID3
* xyz 0 1
C 2.670 0.307 0.025
C -1.856 0.555 -0.145
C 0.304 -0.640 0.634
N -0.377 0.474 -0.190
O 2.310 1.407 0.113
O 3.219 -0.691 -0.159
O -0.074 -1.852 -0.039
H -2.236 1.273 -0.871
H -2.240 -0.439 -0.366
H -2.168 0.847 0.856
H -0.235 -0.636 1.596
H 0.055 1.353 0.107
H -0.099 0.281 -1.154
H 0.727 -2.238 -0.408
*
```

For the HOMO energy, the calculation gives -7.08 eV. For the LUMO energy, the calculation gives 0.018 hartree.



Run iii
C3H7NO3 | ωB97M-V with the def2-TZVPD basis set

```
! RIJCOSX wB97M-V def2-TZVPD def2/J DEFGRID3
* xyz 0 1
C 0.953 -0.655 -0.617
C 0.713 -0.033 0.716
O 0.690 -0.651 1.755
N 0.494 1.354 0.789
C 0.540 2.338 -0.199
O 0.576 2.107 -1.374
H 0.026 -0.792 -1.169
H 1.347 -1.664 -0.506
H 1.651 -0.070 -1.209
H 0.607 1.691 1.731
H 0.478 3.323 0.288
O -2.521 -2.654 -0.259
H -2.406 -2.301 0.634
H -3.149 -1.993 -0.578
*
```

For the HOMO energy, the calculation gives -10.42 eV. For the LUMO energy, the calculation gives 0.021 hartree. As for the structure (SMILES): CC(=O)NC=O.O.



Run iv
C3H7NO3 | ωB97M-V with the def2-TZVPD basis set

```
! RIJCOSX wB97M-V def2-TZVPD def2/J DEFGRID3
* xyz 0 1
C -0.652 2.183 -0.171
C -0.416 -2.412 -0.092
C 0.238 -0.022 -0.086
N 2.123 0.169 0.416
O 2.546 1.252 0.211
O 0.015 1.144 -0.815
O 0.384 -1.250 -0.652
H -0.983 1.814 0.844
H -1.589 2.436 -0.764
H 0.120 2.943 -0.067
H -0.032 -3.378 -0.534
H -1.472 -2.423 -0.300
H -0.135 -2.513 0.993
H -0.148 0.057 1.018
*
```

For the HOMO energy, the calculation gives -7.34 eV. For the LUMO energy, the calculation gives 0.028 hartree.



Calculated relative energies: run i 4.912; run ii 2.330; run iii 0.000; run iv 5.604, given in eV



Run i
C3H7NO3 | ωB97M-V with the def2-TZVPD basis set

```
! RIJCOSX wB97M-V def2-TZVPD def2/J DEFGRID3
* xyz 0 1
H 0.550 -1.502 -1.202
N -0.336 -1.244 -1.626
C -0.681 -0.064 -1.358
O -1.805 0.458 -1.883
C -0.064 0.872 -0.336
O 1.012 0.261 0.358
C 0.647 -0.582 1.594
O 0.930 0.358 2.529
H -2.174 -0.194 -2.498
H 0.327 1.747 -0.862
H -0.834 1.206 0.369
H -0.419 -0.842 1.572
H 1.359 -1.416 1.555
H 1.488 0.942 1.787
*
```

For the HOMO energy, the calculation gives -10.48 eV. For the LUMO energy, the calculation gives 0.028 hartree. As for the structure (SMILES): [H]/N=C(/O)COCO.



Run ii
C3H7NO3 | ωB97M-V with the def2-TZVPD basis set

```
! RIJCOSX wB97M-V def2-TZVPD def2/J DEFGRID3
* xyz 0 1
O -0.787 -2.814 0.853
C -0.457 -1.801 0.281
O -0.627 -1.633 -1.049
N 0.103 -0.749 0.940
C 0.523 0.599 0.603
C -0.157 1.191 -0.625
O 0.435 2.431 -1.003
H -1.232 -2.340 -1.327
H 0.219 -1.039 1.899
H 1.615 0.672 0.487
H 0.306 1.197 1.494
H -0.108 0.507 -1.465
H -1.193 1.375 -0.360
H 1.358 2.403 -0.728
*
```

For the HOMO energy, the calculation gives -10.04 eV. For the LUMO energy, the calculation gives 0.023 hartree. As for the structure (SMILES): O=C(O)NCCO.



Calculated relative energies: run i 1.777; run ii 0.000, given in eV



Run i
C7H11N3 | ωB97M-V with the def2-TZVPD basis set

```
! RIJCOSX wB97M-V def2-TZVPD def2/J DEFGRID3
* xyz 0 3
C -2.223 -1.458 0.027
C -0.951 -1.398 -0.481
C -2.547 -0.295 0.667
C -0.475 -0.047 -0.142
C 2.813 0.551 -1.150
C -1.503 2.018 0.580
C 2.123 -1.108 0.446
N 0.640 0.677 -0.584
N -1.481 0.579 0.477
N 1.831 0.140 -0.416
H -2.918 -2.271 -0.161
H -0.365 -2.114 -1.015
H -3.488 0.067 0.969
H 2.604 1.472 -1.843
H 3.875 0.260 -1.126
H -1.278 2.393 1.605
H -0.701 2.366 -0.186
H -2.560 2.434 0.528
H 1.847 -0.975 1.430
H 3.223 -1.264 0.322
H 1.534 -2.025 0.052
*
```

For the HOMO energy (spin up / spin down), the calculation gives -5.21 / -8.00 eV. As for the expectation value of S²: 2.023. For the LUMO energy (spin up / spin down), the calculation gives 0.036 / -0.030 hartree.



Run ii
C7H11N3 | ωB97M-V with the def2-TZVPD basis set

```
! RIJCOSX wB97M-V def2-TZVPD def2/J DEFGRID3
* xyz 0 3
C -0.951 1.104 0.624
C -1.480 -1.304 0.179
C -1.776 0.139 0.049
C 0.878 -0.017 1.309
C 1.843 -1.052 0.492
C 0.950 -1.467 -0.628
C 1.244 1.917 -0.220
N 0.429 0.960 0.564
N -0.353 -1.865 0.018
N -3.098 0.316 -0.284
H -1.277 2.115 0.624
H 2.902 -0.685 0.081
H 2.108 -1.755 1.296
H 0.626 -0.644 -1.138
H 1.358 -2.344 -1.167
H 2.338 1.687 -0.289
H 0.905 1.994 -1.254
H 1.109 2.923 0.154
H -0.426 -2.866 0.236
H -3.587 1.248 -0.403
H -3.742 -0.404 -0.241
*
```

For the HOMO energy (spin up / spin down), the calculation gives -5.62 / -7.32 eV. As for the expectation value of S²: 2.017. For the LUMO energy (spin up / spin down), the calculation gives 0.033 / 0.000 hartree.



Calculated relative energies: run i 0.000; run ii 2.467, given in eV



Run i
C9H11NS | ωB97M-V with the def2-TZVPD basis set

```
! RIJCOSX wB97M-V def2-TZVPD def2/J DEFGRID3
* xyz 0 1
C 3.097 -1.223 -0.371
C -0.843 -0.929 -1.162
C -0.072 -1.520 -0.225
C -2.100 -0.215 -0.612
C -1.841 0.388 0.780
C -0.299 -1.421 1.194
C -1.014 -0.425 1.731
C 2.539 -0.013 -0.682
C 1.379 2.362 -0.636
N 3.634 -2.255 -0.400
S 2.181 1.095 0.437
H -0.818 -0.920 -2.167
H 0.820 -2.165 -0.661
H -2.526 0.662 -1.114
H -2.984 -0.847 -0.441
H -1.518 1.446 0.772
H -2.715 0.628 1.380
H 0.344 -2.073 1.669
H -1.072 -0.312 2.869
H 1.265 3.320 0.085
H 0.524 1.851 -1.072
H 2.019 2.566 -1.375
*
```

For the HOMO energy, the calculation gives -8.45 eV. For the LUMO energy, the calculation gives -0.042 hartree.



Run ii
C9H11NS | ωB97M-V with the def2-TZVPD basis set

```
! RIJCOSX wB97M-V def2-TZVPD def2/J DEFGRID3
* xyz 0 1
C -1.741 -0.755 1.374
C -0.111 1.117 -2.881
C 0.370 0.336 -1.754
C -1.399 1.519 -2.630
C -0.606 0.309 -0.821
C 1.725 0.637 1.117
C 0.088 -2.187 0.685
C 0.333 0.264 1.789
C -0.370 -0.765 0.941
N -2.682 -0.729 2.032
S -2.135 0.897 -1.239
H 0.554 1.480 -3.699
H 1.395 0.153 -1.518
H -2.054 1.886 -3.347
H 1.430 1.444 0.387
H 2.184 -0.233 0.593
H 2.287 1.054 1.964
H 1.164 -2.300 0.436
H -0.696 -2.700 0.149
H -0.027 -2.623 1.671
H -0.232 1.335 1.975
H 0.523 -0.139 2.776
*
```

For the HOMO energy, the calculation gives -9.05 eV. For the LUMO energy, the calculation gives 0.027 hartree.



Calculated relative energies: run i 1.762; run ii 0.000, given in eV



Run i
C6H10N2O2 | ωB97M-V with the def2-TZVPD basis set

```
! RIJCOSX wB97M-V def2-TZVPD def2/J DEFGRID3
* xyz 0 1
C -0.733 1.600 0.678
C -0.529 0.210 0.000
C -1.920 -0.416 -0.394
N -0.027 -0.710 1.043
C 1.066 -1.436 0.413
N 0.661 -1.412 -1.034
C 0.543 0.051 -1.063
C 1.853 0.532 -0.262
O 2.420 1.591 -0.218
O 2.193 -0.552 0.434
H -0.130 1.662 1.648
H -1.709 1.856 0.864
H -0.309 2.289 -0.071
H -2.519 -0.236 0.582
H -1.675 -1.400 -0.633
H -2.652 0.080 -1.065
H 0.379 -0.132 1.729
H 1.138 -2.385 0.953
H 1.577 -1.636 -1.528
H 0.375 0.445 -2.075
*
```

For the HOMO energy, the calculation gives -9.65 eV. For the LUMO energy, the calculation gives 0.031 hartree. As for the structure (SMILES): CC1(C)N[C@H]2N[C@@H]1C(=O)O2.



Run ii
C6H10N2O2 | ωB97M-V with the def2-TZVPD basis set

```
! RIJCOSX wB97M-V def2-TZVPD def2/J DEFGRID3
* xyz 0 1
N -0.428 -2.206 -0.087
C -0.917 -0.848 -0.007
C -1.058 -0.312 1.397
N -1.451 0.610 2.093
C -0.057 0.065 -0.839
C 1.342 0.610 -0.538
C 0.986 1.852 -1.414
C -0.379 1.222 -1.679
O -0.154 -0.070 -2.252
H 0.478 -2.350 0.345
H -1.093 -2.907 0.218
H -1.931 -0.820 -0.436
H 1.482 0.863 0.519
H 2.166 -0.030 -0.879
H 0.906 2.768 -0.817
H 1.601 2.043 -2.302
H -1.337 1.695 -1.895
O -0.084 -0.998 2.928
H 0.642 -1.359 2.394
H -0.714 0.170 3.250
*
```

For the HOMO energy, the calculation gives -9.27 eV. For the LUMO energy, the calculation gives 0.019 hartree.



Run iii
C6H10N2O2 | ωB97M-V with the def2-TZVPD basis set

```
! RIJCOSX wB97M-V def2-TZVPD def2/J DEFGRID3
* xyz 0 1
C 0.471 -1.060 1.034
C 1.434 -0.579 0.253
C -0.816 -0.335 0.784
C 0.883 0.475 -0.619
C -1.940 -1.241 0.282
C 1.736 1.653 -0.998
N -0.410 0.686 -0.177
N 0.787 -0.385 -2.246
O -0.319 -0.773 -2.524
O 1.803 -0.508 -2.878
H 0.559 -1.840 1.767
H 2.458 -0.903 0.206
H -1.151 0.171 1.703
H -1.655 -1.696 -0.663
H -2.848 -0.660 0.133
H -2.143 -2.022 1.010
H 2.525 1.330 -1.677
H 2.205 2.072 -0.107
H 1.139 2.424 -1.480
H -1.102 0.980 -0.848
*
```

For the HOMO energy, the calculation gives -8.77 eV. For the LUMO energy, the calculation gives 0.028 hartree.



Calculated relative energies: run i 0.000; run ii 4.763; run iii 1.818, given in eV



Run i
C4H15N2O2 | ωB97M-V with the def2-TZVPD basis set

```
! RIJCOSX wB97M-V def2-TZVPD def2/J DEFGRID3
* xyz 1 1
C -0.534 -1.792 0.821
O -1.922 -1.681 1.049
C -0.243 -0.701 -0.274
C 1.265 -0.600 -0.468
C 1.531 0.620 -1.373
N 0.471 0.683 -2.391
N -0.798 0.621 0.029
H 0.092 -1.666 1.698
H -0.164 -2.635 0.173
H -2.179 -2.608 1.245
H -0.970 -1.059 -1.132
H 1.807 -0.445 0.569
H 1.560 -1.461 -1.126
H 1.559 1.617 -0.805
H 2.658 0.720 -1.631
H 0.598 1.373 -3.144
H 0.672 -0.223 -2.898
H -0.732 1.109 -0.943
H -0.261 1.162 0.766
H -1.802 0.633 0.192
H 1.027 2.506 1.907
H 0.204 1.563 2.863
O 0.185 2.321 2.271
*
```

For the HOMO energy, the calculation gives -14.28 eV. For the LUMO energy, the calculation gives -0.108 hartree.



Run ii
C4H15N2O2 | ωB97M-V with the def2-TZVPD basis set

```
! RIJCOSX wB97M-V def2-TZVPD def2/J DEFGRID3
* xyz 1 1
C 2.093 0.973 -0.067
C 1.435 -0.332 0.364
C 0.253 -0.637 -0.487
C -0.947 0.199 -0.302
N -1.545 0.022 1.012
N 2.842 1.052 -1.339
H 1.429 1.831 -0.262
H 2.734 1.449 0.680
H 2.032 -1.250 0.434
H 1.112 -0.188 1.406
H 0.456 -1.056 -1.469
H -0.663 1.217 -0.609
H -1.729 0.057 -1.058
H -1.091 0.557 1.743
H -1.455 -0.952 1.286
H 3.717 0.541 -1.316
H 2.276 0.678 -2.083
H -4.316 1.742 -1.354
H -3.984 1.262 0.054
O -3.605 1.373 -0.822
H -0.307 -2.513 0.684
H -0.410 -3.480 1.864
O -0.327 -2.547 1.641
*
```

For the HOMO energy, the calculation gives -13.62 eV. For the LUMO energy, the calculation gives -0.264 hartree.



Run iii
C4H15N2O2 | ωB97M-V with the def2-TZVPD basis set

```
! RIJCOSX wB97M-V def2-TZVPD def2/J DEFGRID3
* xyz 1 1
C 2.153 0.964 0.166
C 1.496 -0.437 0.241
C 0.290 -0.689 -0.674
C -0.960 0.136 -0.544
N -1.611 0.202 0.768
N 2.911 1.317 -1.036
H 1.539 1.898 0.340
H 2.850 0.942 1.026
H 2.166 -1.303 -0.073
H 1.242 -0.599 1.343
H 0.525 -1.117 -1.678
H -0.685 1.152 -0.837
H -1.770 -0.285 -1.220
H -1.014 0.780 1.459
H -1.649 -0.756 1.142
H 3.892 1.171 -1.078
H 2.514 1.099 -1.869
H -4.537 1.680 -0.982
H -3.734 1.231 0.297
O -3.710 1.331 -0.665
H -0.446 -2.649 0.642
H -0.642 -3.499 1.742
O -0.818 -2.570 1.491
*
```

For the HOMO energy, the calculation gives -13.43 eV. For the LUMO energy, the calculation gives -0.266 hartree.



Run iv
C4H15N2O2 | ωB97M-V with the def2-TZVPD basis set

```
! RIJCOSX wB97M-V def2-TZVPD def2/J DEFGRID3
* xyz 1 1
C -0.581 -0.168 -1.792
C 0.229 0.953 -1.165
C -0.411 1.467 0.018
C -1.680 1.878 0.299
N 0.532 1.805 1.085
N -0.724 -1.261 -0.759
H -1.711 -0.091 -2.146
H 0.150 -0.640 -2.638
H 1.218 0.437 -0.905
H 0.491 1.723 -2.096
H -2.000 2.350 1.183
H -2.534 1.754 -0.319
H 0.074 2.406 1.696
H 1.367 2.190 0.893
H 0.046 -1.266 -0.063
H -1.455 -1.290 0.006
H -0.920 -2.240 -1.153
H 2.694 -1.346 0.522
H 2.091 -2.562 -0.121
O 2.075 -1.579 -0.056
H 1.051 -1.535 2.197
H -0.149 -1.324 3.074
O 0.146 -1.661 2.238
*
```

For the HOMO energy, the calculation gives -11.92 eV. For the LUMO energy, the calculation gives -0.115 hartree.



Calculated relative energies: run i 0.000; run ii 2.601; run iii 2.951; run iv 1.023, given in eV



Run i
C5H12N3O | ωB97M-V with the def2-TZVPD basis set

```
! RIJCOSX wB97M-V def2-TZVPD def2/J DEFGRID3
* xyz 1 1
C -1.173 1.779 -0.370
C 0.007 1.346 -0.083
C -1.649 0.059 -2.056
C 2.378 0.744 -0.058
C 1.216 -1.919 3.452
N -1.898 1.375 -1.465
N -2.203 -1.020 -1.369
N 1.027 0.623 0.242
O 1.075 -1.234 2.469
H -1.538 2.692 0.188
H -2.221 0.077 -3.087
H -0.589 0.062 -2.014
H 2.578 1.571 -0.692
H 3.019 0.631 0.772
H 2.649 -0.269 -0.604
H 1.160 -1.427 4.446
H 0.996 -2.983 3.393
H -2.945 1.516 -1.466
H -2.869 -1.556 -1.883
H 0.860 0.027 1.059
H -1.719 -1.398 -0.627
*
```

For the HOMO energy, the calculation gives -12.69 eV. For the LUMO energy, the calculation gives -0.145 hartree.



Run ii
C5H12N3O | ωB97M-V with the def2-TZVPD basis set

```
! RIJCOSX wB97M-V def2-TZVPD def2/J DEFGRID3
* xyz 1 1
C -1.188 0.781 1.227
C -0.780 -0.123 0.049
C -1.295 0.445 -1.310
C -1.191 -1.574 0.119
N 0.618 -0.082 -0.060
N 1.288 1.240 0.113
C 2.630 0.933 0.019
O 2.770 -0.550 -0.072
N 1.467 -1.029 -0.162
H -1.519 0.193 2.112
H -0.283 1.492 1.529
H -1.991 1.401 0.859
H -1.158 -0.362 -2.064
H -0.667 1.224 -1.652
H -2.228 1.052 -1.092
H -0.902 -2.115 -0.788
H -0.767 -2.112 0.963
H -2.178 -1.589 0.080
H 3.010 1.367 -0.974
H 3.030 1.426 0.904
H 1.334 -2.018 0.200
*
```

For the HOMO energy (spin up / spin down), the calculation gives -14.23 / -13.78 eV. For the LUMO energy (spin up / spin down), the calculation gives -0.204 / -0.204 hartree. As for the structure (SMILES): CC(C)(C)[N+]1=NCON1.



Calculated relative energies: run i 0.000; run ii 3.170, given in eV